Molecular formula: C41H32MoN7O2
Method: DFT, ωB97M-V with the def2-TZVPD basis set

Cartesian coordinates (Å):
Mo -0.024 0.321 0.244
C -4.939 -3.935 2.978
C -4.272 -2.788 2.263
C -4.730 -2.325 1.029
C -4.055 -1.340 0.337
C -2.909 -0.735 0.856
N -2.109 0.117 0.087
C -2.774 1.115 -0.657
C -3.850 1.841 -0.139
C -4.430 2.875 -0.845
C -3.944 3.263 -2.096
C -4.527 4.441 -2.832
C -2.882 2.547 -2.613
C -2.330 1.480 -1.916
N -1.323 0.699 -2.564
C -1.297 0.366 -3.867
C -0.236 -0.483 -4.073
C 0.349 -0.628 -2.819
N -0.305 0.090 -1.904
C -2.563 -1.091 2.156
C -3.186 -2.137 2.824
N -1.705 -0.226 2.915
C -2.037 0.228 4.144
C -1.339 1.384 4.377
C -0.601 1.589 3.214
N -0.804 0.610 2.331
H -5.733 -4.367 2.369
H -5.380 -3.614 3.923
H -4.220 -4.726 3.202
H -5.602 -2.786 0.578
H -4.385 -1.052 -0.655
H -4.222 1.584 0.846
H -5.261 3.416 -0.405
H -5.614 4.451 -2.756
H -4.261 4.421 -3.889
H -4.160 5.382 -2.416
H -2.455 2.834 -3.568
H -2.049 0.735 -4.544
H 0.066 -0.938 -5.000
H 1.204 -1.215 -2.534
H -2.830 -2.424 3.808
H -2.789 -0.275 4.729
H -1.375 2.009 5.252
H 0.065 2.403 2.996
O 1.064 4.229 -0.393
C 0.871 3.147 0.097
O -0.108 2.320 -0.176
C 1.791 2.604 1.165
C 2.724 3.394 1.802
C 3.464 2.842 2.833
C 3.239 1.517 3.185
C 2.295 0.790 2.488
N 1.585 1.325 1.492
H 2.834 4.419 1.475
H 4.204 3.431 3.358
H 3.785 1.046 3.990
H 2.094 -0.246 2.730
C 4.180 0.503 -1.372
C 4.745 -0.588 -0.715
C 3.937 -1.429 0.031
C 2.570 -1.164 0.118
C 1.996 -0.057 -0.506
C 2.821 0.771 -1.258
C 1.613 -2.102 0.726
C 2.007 -3.247 1.455
C 1.098 -4.224 1.701
C -0.172 -4.150 1.081
C -1.025 -5.273 1.012
C -2.132 -5.248 0.214
C -2.412 -4.092 -0.540
C -1.640 -2.966 -0.436
C -0.512 -2.961 0.401
N 0.327 -1.845 0.444
H 4.806 1.149 -1.975
H 5.805 -0.789 -0.803
H 4.369 -2.299 0.510
H 2.411 1.640 -1.764
H 3.030 -3.335 1.790
H 1.360 -5.099 2.286
H -0.754 -6.167 1.561
H -2.770 -6.118 0.132
H -3.258 -4.089 -1.217
H -1.861 -2.086 -1.021

Computed properties:
M in u: 750.7
2S+1: 3
HOMO (alpha / beta) in eV: -9.7 / -9.8
Charge: +1
ΔE to the lowest compared entry with this formula, charge and spin in kcal/mol: 17.08
Expectation value of S²: 2.018